(1)
Molecular formula: C36H51CaCl3F2N3O5P
Method: DFT, ωB97M-V/def2-TZVPD

Last column: Mulliken charge in e.
CARTESIAN COORDINATES (ANGSTROEM)
1 Ca -0.19 -0.29 0.25  2.5868
2 C 0.10 -1.31 4.49  -1.2961
3 C 1.21 -0.46 3.86  3.5949
4 C 2.58 -1.00 4.27  -2.0271
5 C 1.02 1.00 4.21  0.3607
6 C 1.75 1.60 5.22  -0.7032
7 C 1.53 2.91 5.60  -1.4287
8 C 0.58 3.65 4.93  -0.6531
9 C -0.18 3.11 3.90  0.6332
10 C -1.16 4.03 3.18  1.0862
11 C -0.51 5.35 2.77  -1.7460
12 C -2.39 4.33 4.04  -1.4868
13 C 0.03 1.76 3.55  -0.9277
14 N -0.72 1.13 2.52  1.1754
15 C -2.01 1.14 2.69  -0.6245
16 C -2.96 0.67 1.76  -0.1547
17 C -4.36 0.69 1.93  -1.8203
18 C -4.89 0.15 0.76  -1.3411
19 C -3.78 -0.17 -0.06  -0.8042
20 N -2.63 0.13 0.54  1.0968
21 C -3.89 -0.78 -1.44  3.6490
22 C -2.53 -1.25 -1.95  -1.2776
23 C -4.84 -1.98 -1.40  -2.0193
24 C -4.43 0.28 -2.41  -2.0556
25 H 0.21 -2.35 4.19  0.3648
26 H -0.88 -0.98 4.17  0.2004
27 H 0.16 -1.25 5.58  0.3111
28 H 1.14 -0.56 2.78  -1.4252
29 H 2.69 -1.05 5.36  0.5210
30 H 3.39 -0.38 3.87  0.4180
31 H 2.71 -2.01 3.88  0.3014
32 H 2.52 1.02 5.73  0.3062
33 H 2.12 3.36 6.39  0.3306
34 H 0.42 4.69 5.21  0.2616
35 H -1.49 3.53 2.27  0.1319
36 H -0.31 5.98 3.63  0.3910
37 H -1.18 5.90 2.10  0.3899
38 H 0.43 5.19 2.24  0.3469
39 H -2.09 4.84 4.97  0.3228
40 H -2.94 3.44 4.32  0.3243
41 H -3.07 5.00 3.51  0.4082
42 H -2.43 1.52 3.62  0.3410
43 H -4.89 1.05 2.80  0.4741
44 H -5.93 0.02 0.52  0.4660
45 H -2.09 -1.98 -1.26  -0.1817
46 H -1.85 -0.41 -2.08  -0.3063
47 H -2.65 -1.74 -2.92  0.7011
48 H -4.46 -2.74 -0.71  0.2940
49 H -4.92 -2.43 -2.40  0.4425
50 H -5.84 -1.69 -1.07  0.4006
51 H -3.75 1.13 -2.47  0.3258
52 H -5.41 0.64 -2.08  0.3740
53 H -4.54 -0.14 -3.42  0.4673
54 C -0.16 -3.77 -3.06  -0.5325
55 O 1.11 -3.18 -3.28  -0.4579
56 P 1.25 -1.59 -2.90  1.0822
57 O 0.69 -1.02 -4.31  -0.4910
58 C 0.53 0.40 -4.43  -0.2329
59 O 2.84 -1.43 -3.19  -0.4893
60 C 3.72 -1.59 -2.07  -0.0850
61 H -0.02 -4.85 -3.14  0.3155
62 H -0.87 -3.44 -3.81  0.3123
63 H -0.54 -3.54 -2.07  -0.0350
64 H -0.04 0.58 -5.34  0.2325
65 H 1.50 0.88 -4.50  0.2576
66 H -0.02 0.80 -3.58  -0.1341
67 H 4.49 -0.83 -2.13  0.2595
68 H 4.16 -2.59 -2.10  0.2811
69 H 3.20 -1.46 -1.12  -0.4202
70 C 2.56 -3.56 1.88  -0.8225
71 N 2.42 -4.47 0.76  0.2851
72 C 2.35 -5.84 1.21  -1.0220
73 C 1.32 -4.08 -0.13  -0.3581
74 C -0.07 -4.02 0.50  -0.3536
75 C -0.77 -5.22 0.63  -0.3870
76 C -2.01 -5.26 1.24  -0.8858
77 C -2.55 -4.08 1.72  -0.7130
78 C -1.86 -2.88 1.55  -0.3838
79 C -0.60 -2.78 0.92  1.8817
80 H 3.49 -3.79 2.41  0.4015
81 H 1.72 -3.63 2.59  0.3588
82 H 2.61 -2.54 1.51  0.0358
83 H 3.27 -6.10 1.74  0.3287
84 H 2.24 -6.51 0.36  0.3049
85 H 1.51 -6.04 1.90  0.3362
86 H 1.33 -4.78 -0.97  0.6139
87 H 1.56 -3.09 -0.51  -1.3851
88 H -0.34 -6.14 0.22  0.3330
89 H -2.55 -6.20 1.33  0.3134
90 H -3.52 -4.08 2.22  0.3948
91 H -2.35 -1.98 1.91  0.1036
92 F 2.83 0.88 -0.61  -0.3635
93 C 2.26 0.44 0.63  -0.4851
94 F 3.21 -0.59 1.03  -0.4306
95 H 2.56 1.25 1.32  0.0306
96 Cl -0.84 5.14 -1.31  -0.1943
97 C 0.11 3.63 -1.37  0.8812
98 Cl 0.79 3.31 0.22  -0.1123
99 Cl 1.44 3.85 -2.54  -0.1998
100 C -0.76 2.43 -1.92  -0.4829
101 O -1.50 2.70 -2.85  -0.7168
102 O -0.53 1.33 -1.37  -0.6902

Summary:
Kohn-Sham gap	6.6	eV
charge	-2
relative energy (zero: lowest compared OMol25 entry of this formula, charge and spin)	0.0	kcal/mol
total energy	-123602.2666	eV

***

(2)
Molecular formula: C36H51F21O30S4
Method: DFT, ωB97M-V/def2-TZVPD

Last column: Mulliken charge in e.
CARTESIAN COORDINATES (ANGSTROEM)
1 C 1.91 -3.68 -0.66  -0.2059
2 C 2.89 -4.25 0.36  -0.2687
3 O 2.22 -4.29 1.62  -0.2213
4 C 1.49 -5.33 1.93  0.4415
5 O 1.33 -6.31 1.27  -0.5760
6 C 0.95 -5.29 3.40  0.8155
7 F 1.56 -6.25 4.09  -0.2681
8 F 1.17 -4.13 4.00  -0.2232
9 F -0.36 -5.52 3.39  -0.2205
10 H 2.45 -3.34 -1.54  0.3132
11 H 1.54 -2.74 -0.24  -0.2239
12 H 1.06 -4.33 -0.82  0.0531
13 H 3.73 -3.56 0.39  0.2939
14 H 3.34 -5.20 0.07  0.3017
15 C -2.02 -5.43 0.70  -0.0712
16 C -1.72 -6.47 -0.38  -0.4294
17 O -1.39 -7.66 0.36  -0.2409
18 C -1.49 -8.81 -0.34  0.2407
19 O -1.61 -8.86 -1.51  -0.5232
20 C -1.46 -9.98 0.64  0.9613
21 F -1.56 -11.11 -0.09  -0.2535
22 F -0.27 -10.05 1.25  -0.2386
23 F -2.41 -9.94 1.56  -0.2365
24 H -1.19 -5.00 1.25  -0.2035
25 H -2.67 -5.91 1.44  0.4117
26 H -2.54 -4.57 0.29  -0.1774
27 H -0.81 -6.15 -0.90  0.1050
28 H -2.44 -6.69 -1.16  0.6091
29 C 6.28 2.73 -0.93  -0.9387
30 C 5.35 3.59 -1.79  -0.0642
31 O 4.04 3.63 -1.21  -0.0677
32 C 3.06 4.31 -1.77  -0.0472
33 O 3.21 4.94 -2.79  -0.5887
34 C 1.79 4.39 -0.93  1.1051
35 F 1.79 3.49 0.04  -0.1302
36 F 1.59 5.62 -0.52  -0.2635
37 F 0.77 4.06 -1.75  -0.2353
38 H 6.18 2.96 0.13  0.2850
39 H 7.31 2.98 -1.20  0.4981
40 H 6.03 1.68 -1.06  -0.0263
41 H 5.30 3.27 -2.83  0.1592
42 H 5.75 4.61 -1.74  0.3484
43 C 5.07 -0.28 0.83  -1.2444
44 C 4.09 -0.38 -0.35  1.4507
45 O 4.71 -0.50 -1.61  -0.1331
46 C 5.16 -1.64 -2.08  0.4075
47 O 5.28 -2.63 -1.42  -0.5548
48 C 5.66 -1.56 -3.55  0.7284
49 F 5.37 -0.38 -4.11  -0.1833
50 F 6.99 -1.71 -3.54  -0.2710
51 F 5.14 -2.55 -4.28  -0.2596
52 H 5.38 0.77 0.92  0.3159
53 H 5.98 -0.77 0.49  0.3826
54 H 4.67 -0.52 1.81  0.3786
55 H 3.61 0.59 -0.25  -0.0328
56 H 3.35 -1.15 -0.13  -0.9430
57 C 5.34 0.07 5.00  -1.0193
58 C 4.68 1.41 5.28  -0.3399
59 O 3.71 1.67 4.25  -0.1401
60 C 2.46 1.96 4.52  -0.1029
61 O 2.02 2.22 5.60  -0.5911
62 C 1.50 2.01 3.30  1.2615
63 F 2.06 1.33 2.28  -0.1246
64 F 0.29 1.57 3.65  -0.2127
65 F 1.33 3.28 2.88  -0.2711
66 H 6.06 -0.07 5.81  0.3954
67 H 5.69 -0.12 3.99  0.1987
68 H 4.55 -0.65 5.23  0.3134
69 H 5.32 2.29 5.19  0.3257
70 H 4.25 1.33 6.28  0.3582
71 C -4.68 -1.17 -4.40  -1.5568
72 C -3.95 -0.79 -3.13  0.2300
73 O -4.69 -1.03 -1.96  -0.1466
74 C -4.70 -2.30 -1.48  0.3585
75 O -4.02 -3.15 -1.95  -0.5430
76 C -5.41 -2.45 -0.11  0.8223
77 F -4.56 -3.05 0.71  -0.1414
78 F -5.76 -1.29 0.41  -0.2132
79 F -6.51 -3.17 -0.33  -0.2913
80 H -5.66 -0.68 -4.42  0.3256
81 H -4.86 -2.24 -4.48  0.3392
82 H -4.15 -0.92 -5.31  0.4015
83 H -3.63 0.25 -3.21  0.2575
84 H -3.03 -1.39 -3.05  0.1696
85 C 3.74 1.85 -5.66  -1.3952
86 C 2.77 2.31 -4.58  0.3636
87 O 1.40 1.95 -4.75  -0.3179
88 C 1.11 0.68 -4.62  0.5217
89 O 1.79 -0.14 -4.05  -0.5160
90 C -0.36 0.34 -4.91  0.8105
91 F -0.39 -0.30 -6.09  -0.2933
92 F -0.82 -0.44 -3.94  -0.1708
93 F -1.12 1.43 -4.95  -0.2286
94 H 4.73 2.27 -5.48  0.3957
95 H 3.37 2.01 -6.67  0.3441
96 H 3.81 0.77 -5.54  0.3189
97 H 2.91 3.37 -4.34  0.4837
98 H 3.02 1.96 -3.57  -0.2567
99 O -5.84 -1.38 3.26  -0.5021
100 S -5.39 -0.19 3.93  1.0869
101 O -5.59 -0.05 5.34  -0.5999
102 O -3.83 0.09 3.60  -0.2427
103 C -3.65 0.94 2.48  0.9074
104 C -4.88 1.87 2.52  0.4982
105 O -5.91 1.08 3.12  -0.4232
106 H -2.76 1.55 2.56  -0.1560
107 H -3.56 0.39 1.55  -0.5625
108 H -5.26 2.02 1.51  0.0500
109 H -4.83 2.78 3.12  0.0225
110 O -0.51 -0.60 2.38  -0.6532
111 S -0.53 -0.77 0.96  0.8085
112 O -0.75 -2.11 0.44  -0.2558
113 O -1.60 0.27 0.28  -0.1414
114 C -1.03 1.16 -0.65  0.5776
115 C 0.39 0.63 -0.96  0.5455
116 O 0.78 -0.01 0.24  -0.6605
117 H -1.53 1.25 -1.61  -0.1517
118 H -0.95 2.13 -0.15  -0.1283
119 H 1.14 1.34 -1.31  -0.3357
120 H 0.42 -0.18 -1.70  0.1703
121 O -0.95 6.15 1.53  -0.6557
122 S -1.69 5.20 2.30  1.0435
123 O -1.53 3.82 1.94  -0.2933
124 O -1.47 5.44 3.92  -0.3745
125 C -2.66 5.01 4.59  -0.1768
126 C -3.68 5.73 3.71  -0.5095
127 O -3.24 5.59 2.36  -0.2290
128 H -2.71 3.93 4.47  0.1129
129 H -2.71 5.39 5.60  0.3701
130 H -3.70 6.80 3.92  0.3240
131 H -4.71 5.39 3.82  0.3973
132 O -3.12 2.87 -2.45  -0.5788
133 S -4.24 3.01 -1.57  1.0959
134 O -4.70 1.91 -0.77  -0.5220
135 O -4.09 4.28 -0.55  -0.0806
136 C -4.92 5.42 -0.93  -0.2811
137 C -6.09 4.79 -1.69  -0.4113
138 O -5.56 3.58 -2.27  -0.3614
139 H -5.11 5.94 0.00  0.2452
140 H -4.24 6.02 -1.54  0.2686
141 H -6.56 5.45 -2.41  0.3052
142 H -6.88 4.42 -1.04  0.2950

Summary:
Kohn-Sham gap	10.5	eV
SMILES	CCOC(=O)C(F)(F)F.CCOC(=O)C(F)(F)F.CCOC(=O)C(F)(F)F.CCOC(=O)C(F)(F)F.CCOC(=O)C(F)(F)F.CCOC(=O)C(F)(F)F.CCOC(=O)C(F)(F)F.O=S1(=O)OCCO1.O=S1(=O)OCCO1.O=S1(=O)OCCO1.O=S1(=O)OCCO1
charge	0
relative energy (zero: lowest compared OMol25 entry of this formula, charge and spin)	0.0	kcal/mol
total energy	-199988.7431	eV